100
Properties=species:S:1:pos:R:3 method="wB97M-V/def2-TZVPD" e_homo_ha=-0.312 homo_lumo_gap_ev=8.5 e_tot_ev=-58447.8038 max_force_ha_per_bohr=0.034 smiles="C#CCc1nc2cc(CC)cc(CCCCC)c2nc1CCC(F)=C(F)F.COCCNCCOC.COCCNCCOC"
C 2.07233 -2.62503 -0.41905
C 1.68230 -1.84061 -1.23834
C 1.43342 -1.05672 -2.46843
C -0.05175 -0.68928 -2.58103
N -0.40290 0.48351 -2.10273
C -1.74541 0.72928 -2.24277
C -2.26246 1.95844 -1.72977
C -3.59308 2.26687 -1.82310
C -4.17704 3.54585 -1.24359
C -4.75233 3.20906 0.17847
C -4.50398 1.36891 -2.47710
C -4.03251 0.18329 -2.98291
C -4.95948 -0.80536 -3.67112
C -5.25991 -2.05346 -2.79478
C -6.47044 -1.77806 -1.84739
C -7.19711 -3.11416 -1.54207
C -7.93108 -3.06123 -0.17407
C -2.64266 -0.15451 -2.86718
N -2.22209 -1.36302 -3.35255
C -0.94591 -1.63297 -3.18999
C -0.46573 -2.99589 -3.68345
C -1.51140 -4.11245 -3.45961
C -1.16708 -5.06222 -2.34122
F -0.08111 -5.84417 -2.50040
C -1.92493 -5.16514 -1.25316
F -1.83279 -6.20119 -0.42017
F -2.84412 -4.28294 -0.89184
H 2.39833 -3.39723 0.25186
H 1.78801 -1.57170 -3.36455
H 2.00200 -0.12223 -2.37655
H -1.60902 2.67945 -1.22852
H -3.44507 4.35481 -1.20407
H -5.04792 3.79832 -1.86138
H -4.80448 4.11599 0.78687
H -5.74006 2.74644 0.06788
H -4.10679 2.44182 0.61871
H -5.56903 1.57667 -2.56646
H -5.90176 -0.28575 -3.87902
H -4.53043 -1.13759 -4.62450
H -5.55999 -2.89252 -3.43663
H -4.38089 -2.32285 -2.20224
H -7.19507 -1.11888 -2.34073
H -6.06996 -1.31350 -0.93698
H -7.90238 -3.29814 -2.36029
H -6.44634 -3.91484 -1.50077
H -8.70743 -3.83400 -0.15790
H -8.37081 -2.06395 -0.05849
H -7.19605 -3.22752 0.61971
H -0.33876 -2.88484 -4.77166
H 0.49028 -3.29240 -3.24840
H -1.58315 -4.72898 -4.36813
H -2.52007 -3.74022 -3.26677
C 1.79411 7.42126 2.47131
O 2.07531 7.47591 1.08529
C 3.36471 6.97950 0.73934
C 3.25164 5.69252 -0.05415
N 2.77669 4.59556 0.78129
C 2.41364 3.38989 0.03698
C 1.24385 3.47722 -0.94033
O -0.01428 3.68946 -0.31981
C -0.34430 5.04456 -0.06589
H 0.85445 7.94534 2.64016
H 1.68036 6.38843 2.81767
H 2.57825 7.91392 3.05358
H 3.99508 6.84595 1.62328
H 3.83676 7.73689 0.10670
H 4.23416 5.43386 -0.45994
H 2.57473 5.88406 -0.89708
H 1.96393 4.90611 1.29781
H 2.16739 2.62500 0.77807
H 3.29740 3.03392 -0.50213
H 1.16464 2.50658 -1.43713
H 1.41166 4.21396 -1.73450
H 0.08401 5.71940 -0.81032
H -0.02431 5.34379 0.93526
H -1.43152 5.13451 -0.09906
C 4.75772 0.02124 4.41007
O 5.92698 -0.76595 4.27451
C 6.17678 -1.62367 5.38324
C 6.00602 -3.07771 4.98842
N 4.60519 -3.39585 4.73607
C 4.38879 -4.70354 4.12017
C 4.94856 -4.93192 2.71729
O 4.32524 -4.15050 1.71259
C 4.86499 -2.85071 1.53045
H 4.73720 0.73023 3.58372
H 3.85219 -0.59272 4.36032
H 4.76472 0.58055 5.35014
H 5.54604 -1.36897 6.23990
H 7.21797 -1.46457 5.67901
H 6.37793 -3.71526 5.79601
H 6.62923 -3.25287 4.10168
H 4.21436 -2.68949 4.12597
H 3.30706 -4.85357 4.07266
H 4.78506 -5.47455 4.78859
H 4.74270 -5.97295 2.45366
H 6.03737 -4.81688 2.67535
H 5.93561 -2.80902 1.74228
H 4.33420 -2.12335 2.14993
H 4.70585 -2.56866 0.48991